{
  "formula": "C34H80BrGaINP",
  "method": "ωB97M-V/def2-TZVPD",
  "lumo_ev": 2.3,
  "fmax_ev_per_a": 0.5,
  "e_above_lowest_kj_mol": 14.6,
  "total_charge": -1,
  "total_energy_ha": -6536.1215,
  "elements": ["C", "C", "Br", "C", "Ga", "C", "C", "N", "C", "C", "C", "I", "P", "C", "C", "H", "H", "H", "H", "H", "H", "H", "H", "H", "H", "H", "H", "H", "H", "H", "H", "H", "H", "H", "H", "H", "H", "H", "H", "C", "C", "C", "C", "C", "C", "H", "H", "H", "H", "H", "H", "H", "H", "H", "H", "H", "H", "H", "H", "C", "C", "C", "C", "C", "C", "H", "H", "H", "H", "H", "H", "H", "H", "H", "H", "H", "H", "H", "H", "C", "C", "C", "C", "C", "C", "H", "H", "H", "H", "H", "H", "H", "H", "H", "H", "H", "H", "H", "H", "C", "C", "C", "C", "C", "C", "H", "H", "H", "H", "H", "H", "H", "H", "H", "H", "H", "H", "H", "H"],
  "positions_angstrom": [[2.7388, 1.7068, -2.2068], [1.3718, 1.7169, -1.5346], [1.7189, 1.7726, 0.4629], [0.4826, 0.5812, -1.9267], [-0.5553, 0.9356, -3.6601], [-1.3572, -0.8137, -4.3088], [-0.6324, -1.5849, -5.4169], [0.8176, -1.7549, -5.2773], [-2.0352, 2.2388, -3.1389], [-3.3450, 1.5287, -2.7387], [-4.2310, 1.3985, -3.9727], [-5.5826, -0.2613, -3.9544], [0.8237, 1.8759, -5.3583], [-0.4957, 2.2164, -6.6194], [1.0370, 3.6378, -4.7983], [3.4146, 1.0148, -1.6927], [2.6254, 1.3722, -3.2468], [3.2049, 2.6949, -2.2136], [0.8977, 2.6923, -1.6649], [1.0714, -0.3454, -1.9973], [-0.2943, 0.4086, -1.1734], [-1.4816, -1.4778, -3.4358], [-2.3784, -0.5943, -4.6596], [-0.8125, -1.0934, -6.3841], [-1.0489, -2.5984, -5.5200], [1.2536, -0.8929, -4.9737], [1.0183, -2.4662, -4.5892], [-2.2416, 2.9449, -3.9598], [-1.6743, 2.8605, -2.3045], [-3.1524, 0.5291, -2.3263], [-3.8936, 2.0786, -1.9613], [-3.6455, 1.2557, -4.8822], [-4.8887, 2.2575, -4.1125], [-0.1577, 2.9913, -7.3159], [-1.4489, 2.5371, -6.1777], [-0.6758, 1.3009, -7.1976], [0.0935, 4.1966, -4.8210], [1.7619, 4.1545, -5.4404], [1.4124, 3.6686, -3.7709], [5.0358, -0.2087, 1.0003], [4.1653, -1.4521, 1.1510], [3.2712, -1.4316, 2.3903], [4.0072, -1.3653, 3.7299], [5.0161, -2.4869, 3.9724], [4.3892, -3.8771, 3.9790], [5.7525, -0.0989, 1.8172], [5.6021, -0.2410, 0.0679], [4.4029, 0.6789, 0.9800], [4.7907, -2.3506, 1.1481], [3.5167, -1.5328, 0.2751], [2.6222, -2.3121, 2.3729], [2.6033, -0.5685, 2.3169], [3.2650, -1.3829, 4.5370], [4.5211, -0.4034, 3.8156], [5.5110, -2.3103, 4.9323], [5.8037, -2.4450, 3.2152], [3.6107, -3.9473, 4.7427], [5.1325, -4.6484, 4.1869], [3.9301, -4.1137, 3.0182], [-4.8979, -1.3463, -8.2109], [-6.3551, -0.9886, -7.9386], [-7.1832, -2.1615, -7.4187], [-7.2859, -3.3517, -8.3748], [-7.8551, -3.0186, -9.7532], [-9.2747, -2.4632, -9.7088], [-4.8035, -2.1094, -8.9863], [-4.3315, -0.4741, -8.5396], [-4.4205, -1.7266, -7.3051], [-6.8120, -0.5770, -8.8445], [-6.3889, -0.1937, -7.1903], [-8.1859, -1.8057, -7.1648], [-6.7423, -2.5072, -6.4786], [-7.9131, -4.1197, -7.9097], [-6.2992, -3.8050, -8.4998], [-7.8408, -3.9244, -10.3659], [-7.2008, -2.3029, -10.2587], [-9.9532, -3.1699, -9.2248], [-9.6567, -2.2668, -10.7118], [-9.3210, -1.5270, -9.1507], [-0.5950, 0.4271, 7.6558], [-0.7168, -0.6264, 6.5591], [0.5484, -0.7699, 5.7145], [0.9575, 0.4953, 4.9597], [-0.0947, 1.0486, 3.9989], [-0.4753, 0.0743, 2.8910], [-0.4170, 1.4198, 7.2398], [-1.5031, 0.4823, 8.2581], [0.2374, 0.1954, 8.3255], [-1.5660, -0.3859, 5.9136], [-0.9469, -1.5943, 7.0131], [0.4145, -1.5887, 5.0024], [1.3748, -1.0715, 6.3682], [1.8654, 0.2739, 4.3886], [1.2367, 1.2779, 5.6728], [0.3114, 1.9551, 3.5421], [-0.9886, 1.3615, 4.5483], [0.4140, -0.2297, 2.3369], [-1.1538, 0.5364, 2.1736], [-0.9630, -0.8253, 3.2735], [4.6032, 1.2394, 10.4213], [4.1797, 2.3945, 9.5201], [2.9367, 2.0931, 8.6843], [3.0818, 0.9136, 7.7211], [4.2351, 1.0349, 6.7262], [4.1232, 2.2397, 5.7986], [4.8616, 0.3520, 9.8416], [5.4743, 1.5031, 11.0226], [3.7961, 0.9639, 11.1044], [5.0102, 2.6655, 8.8621], [3.9820, 3.2775, 10.1338], [2.6606, 2.9896, 8.1229], [2.0971, 1.8908, 9.3578], [2.1455, 0.8074, 7.1642], [3.1984, -0.0137, 8.2896], [4.2640, 0.1245, 6.1226], [5.1878, 1.0703, 7.2642], [3.1920, 2.2053, 5.2289], [4.9461, 2.2650, 5.0832], [4.1409, 3.1807, 6.3518]],
  "forces_ev_per_angstrom": [[0.1, -0.2, -0.1], [0.0, 0.1, -0.5], [0.0, 0.1, 0.3], [0.2, -0.2, 0.2], [0.0, 0.0, 0.0], [-0.1, -0.2, 0.0], [-0.1, 0.0, -0.1], [-0.1, -0.2, -0.1], [0.0, 0.2, 0.0], [0.0, -0.1, 0.0], [0.0, 0.3, -0.2], [-0.2, -0.2, 0.1], [0.0, 0.1, -0.1], [-0.1, -0.3, -0.3], [0.1, 0.2, 0.2], [-0.1, 0.0, -0.1], [0.0, 0.1, 0.2], [0.0, -0.1, 0.1], [-0.1, -0.2, 0.1], [-0.1, 0.1, 0.0], [0.0, 0.1, -0.1], [0.0, 0.1, -0.1], [0.1, -0.1, 0.1], [0.0, 0.0, 0.1], [0.0, 0.1, -0.1], [0.0, 0.1, 0.0], [0.0, 0.0, 0.2], [0.0, 0.0, 0.2], [-0.1, -0.1, -0.1], [0.0, 0.2, -0.1], [0.0, -0.1, -0.1], [0.0, 0.0, 0.2], [0.2, 0.0, 0.0], [0.0, -0.1, 0.0], [0.1, 0.0, 0.0], [0.0, 0.2, 0.1], [0.1, -0.1, 0.0], [-0.1, 0.0, 0.1], [0.0, 0.0, -0.1], [0.0, 0.0, 0.0], [0.0, 0.0, 0.0], [0.0, 0.0, 0.0], [0.0, 0.0, 0.0], [0.0, 0.0, 0.0], [0.0, 0.0, 0.0], [0.0, 0.0, 0.0], [0.0, 0.0, 0.0], [0.0, 0.1, 0.0], [0.0, 0.0, 0.0], [0.0, 0.0, 0.0], [0.0, 0.0, 0.0], [0.0, 0.0, 0.0], [0.0, 0.0, 0.0], [0.0, 0.0, 0.0], [0.0, 0.0, 0.0], [0.0, 0.0, 0.0], [0.0, 0.0, 0.0], [0.0, 0.0, 0.0], [0.0, 0.0, 0.0], [0.0, 0.0, 0.0], [0.0, 0.0, 0.0], [0.0, 0.0, 0.0], [0.0, 0.0, 0.0], [0.0, 0.0, 0.0], [0.0, 0.0, 0.0], [0.0, 0.0, 0.0], [0.0, 0.0, 0.0], [0.0, 0.0, 0.0], [0.0, 0.0, 0.0], [0.0, 0.0, 0.0], [0.0, 0.0, 0.0], [0.0, 0.0, 0.0], [0.0, 0.0, 0.0], [0.0, 0.0, 0.0], [0.0, 0.0, 0.0], [0.0, 0.0, 0.0], [0.0, 0.0, 0.0], [0.0, 0.0, 0.0], [0.0, 0.0, 0.0], [0.0, 0.0, 0.0], [0.0, 0.0, 0.0], [0.0, 0.0, 0.0], [-0.1, 0.0, -0.1], [0.0, 0.0, 0.0], [0.0, 0.0, 0.0], [0.0, 0.0, 0.0], [0.0, 0.0, 0.0], [0.0, 0.0, 0.0], [0.0, 0.0, 0.0], [0.0, 0.0, 0.0], [0.0, 0.0, 0.0], [0.0, 0.0, 0.0], [0.0, 0.1, 0.0], [-0.2, 0.0, -0.2], [0.0, 0.0, 0.0], [0.0, 0.0, 0.0], [-0.1, 0.0, 0.0], [0.0, 0.0, 0.0], [0.0, 0.0, 0.1], [0.0, 0.0, 0.0], [0.0, 0.0, 0.0], [0.0, 0.0, 0.0], [-0.1, 0.0, 0.0], [0.0, 0.0, 0.0], [0.0, 0.0, 0.0], [0.0, 0.0, 0.0], [0.0, 0.0, 0.0], [0.0, 0.0, 0.0], [0.0, 0.0, 0.0], [0.0, 0.0, 0.0], [0.0, 0.0, 0.0], [0.0, 0.0, 0.0], [0.3, 0.0, 0.3], [0.0, 0.0, 0.0], [0.0, 0.0, 0.0], [0.0, 0.0, 0.0], [0.1, 0.0, 0.0], [0.0, 0.0, 0.0], [0.0, 0.0, 0.0]]
}

=====

{
  "formula": "C2H2FMgNaO2",
  "method": "ωB97M-V/def2-TZVPD",
  "lumo_ev": [-0.9, -1.6],
  "fmax_ev_per_a": 3.2,
  "total_energy_ha": -689.8582,
  "elements": ["F", "C", "C", "H", "H", "O", "O", "Na", "Mg"],
  "positions_angstrom": [[1.7364, 1.0081, 0.0469], [0.6603, 0.0943, -0.1530], [1.1863, -1.1974, -0.2699], [0.7394, -1.8889, -0.9906], [2.2429, -1.3748, -0.0130], [-0.9385, 1.5641, 0.3853], [-2.2809, 0.9835, 0.7273], [-2.5037, 1.5052, -1.2928], [-0.8421, -0.6941, 1.5598]],
  "forces_ev_per_angstrom": [[-1.6, -0.9, 0.5], [2.6, -1.6, -1.1], [0.0, 1.4, 0.0], [-0.4, -0.1, 0.9], [-0.3, 0.0, -0.2], [-2.3, -0.1, 0.8], [2.0, -1.0, 0.5], [0.5, 0.1, 0.3], [-0.5, 2.2, -1.6]]
}

=====

{
  "formula": "C3H10OS",
  "method": "ωB97M-V/def2-TZVPD",
  "smiles": "CCS.CO",
  "lumo_ev": 0.8,
  "fmax_ev_per_a": 3.4,
  "e_above_lowest_kj_mol": 99.7,
  "total_energy_ha": -593.6792,
  "elements": ["C", "C", "S", "H", "H", "H", "H", "H", "H", "C", "O", "H", "H", "H", "H"],
  "positions_angstrom": [[0.0076, 1.6432, -1.8249], [-0.5050, 1.2056, -0.4354], [-1.6340, -0.2364, -0.5768], [0.5310, 0.7469, -2.2399], [-0.8040, 1.8757, -2.5362], [0.7291, 2.4266, -1.7730], [-1.1665, 1.9472, 0.0813], [0.3393, 0.9656, 0.2166], [-2.4637, -0.0547, 0.4634], [1.1368, -1.6457, 1.4916], [-0.1876, -1.7646, 1.8029], [1.3295, -2.1024, 0.5355], [1.8863, -2.2679, 2.2078], [1.5202, -0.6152, 1.4930], [-0.7191, -2.1239, 1.0941]],
  "forces_ev_per_angstrom": [[-0.7, -2.0, -0.1], [-1.0, 0.8, 0.5], [0.1, -0.3, -0.7], [-0.3, 0.7, 0.1], [0.3, 0.1, 0.5], [0.4, 0.7, 0.2], [1.0, -0.2, -0.6], [-0.2, 0.0, -0.1], [0.3, 0.3, 0.0], [3.0, -1.5, 0.7], [-1.1, 0.1, 1.6], [0.3, 0.1, -0.7], [-1.9, 1.3, -1.1], [-0.3, -0.1, 0.0], [0.2, 0.1, -0.4]]
}

=====

{
  "formula": "C6H12S2",
  "method": "ωB97M-V/def2-TZVPD",
  "lumo_ev": [-2.4, 0.4],
  "fmax_ev_per_a": 0.6,
  "e_above_lowest_kj_mol": 411.5,
  "total_energy_ha": -1032.0325,
  "elements": ["C", "C", "C", "C", "C", "C", "S", "S", "H", "H", "H", "H", "H", "H", "H", "H", "H", "H", "H", "H"],
  "positions_angstrom": [[-1.2707, -0.4498, -0.0556], [-1.3356, 0.8890, 0.6706], [-0.0948, 0.4125, 0.0641], [-1.3900, -1.7413, 0.7239], [-2.1024, 2.0527, 0.0812], [1.9757, -0.8427, -1.0838], [4.9707, 0.1310, 0.2965], [1.5451, 0.6138, -0.0897], [-1.7435, -0.4980, -1.0343], [-1.4031, 0.8452, 1.7552], [-1.0134, -2.5838, 0.1464], [-2.4365, -1.9279, 0.9610], [-0.8339, -1.6784, 1.6527], [-1.8457, 2.9753, 0.6010], [-3.1748, 1.8839, 0.1853], [-1.8683, 2.1727, -0.9765], [1.5053, -0.7631, -2.0569], [1.6541, -1.7404, -0.5674], [3.0592, -0.8296, -1.1702], [5.8026, 1.0789, -0.1036]],
  "forces_ev_per_angstrom": [[0.2, -0.2, 0.2], [0.1, 0.2, -0.1], [-0.2, 0.0, -0.1], [-0.1, 0.1, -0.1], [0.0, -0.1, 0.0], [0.0, 0.3, 0.2], [-0.3, -0.5, 0.3], [0.3, -0.1, -0.2], [-0.1, 0.2, -0.1], [0.0, -0.2, 0.1], [0.0, -0.1, 0.0], [-0.1, -0.1, 0.0], [0.1, 0.0, 0.2], [0.0, 0.1, -0.1], [0.0, 0.1, 0.0], [0.0, 0.0, 0.0], [-0.1, 0.0, -0.1], [0.0, -0.1, 0.0], [-0.1, 0.0, -0.1], [0.2, 0.5, -0.1]]
}